# 1
ORCA calculation (wB97M-V/def2-TZVPD) on the molecule C10H18O3S.

- energy above the lowest of the compared OMol25 structures with the same formula, charge and spin (kJ/mol) = 0.0
- SMILES = CC(C)(O)CCCC1=CCS(=O)(=O)C1
- molecular weight (g mol⁻¹) = 218.3
- E_HOMO (eV) = -9.72
- energy (a.u.) = -1015.6963
- 2S+1 = 1

Element x y z (Å)
C1 -2.03272 -0.12247 -3.74559
C2 -1.76398 -0.63121 -2.31373
C3 -2.96976 -0.22492 -1.40263
O1 -1.47258 -2.04646 -2.38315
C4 -0.45573 0.03263 -1.81645
C5 -0.10168 -0.13951 -0.33478
C6 1.31987 0.41138 -0.07911
C7 1.62324 0.37664 1.41712
C8 2.33480 -0.64390 1.98723
C9 2.57528 -0.59141 3.45935
S1 1.66850 0.87021 4.00732
O2 0.57538 0.49454 4.89654
O3 2.63198 1.84324 4.57420
C10 1.05070 1.41148 2.36737
H1 -1.26337 -0.45308 -4.46656
H2 -2.07329 0.95912 -3.78991
H3 -3.01153 -0.45619 -4.06894
H4 -3.89225 -0.51557 -1.89644
H5 -3.00935 0.86770 -1.22454
H6 -2.94310 -0.65765 -0.41310
H7 -0.90559 -2.31139 -3.11236
H8 -0.58357 1.10185 -2.00926
H9 0.40067 -0.40443 -2.35192
H10 -0.15487 -1.19736 -0.03262
H11 -0.87993 0.37833 0.29406
H12 2.01464 -0.20151 -0.60688
H13 1.37038 1.43501 -0.46264
H14 2.77237 -1.47953 1.41306
H15 3.65421 -0.47667 3.61743
H16 2.18266 -1.45746 3.98413
H17 1.39542 2.42733 2.09880
H18 -0.05679 1.40127 2.39399

Atom charges from the Löwdin analysis, given in e for atoms 1 to 8: atom 1 (C): -0.044, atom 2 (C): -0.571, atom 3 (C): -0.016, atom 4 (O): -0.036, atom 5 (C): -0.169, atom 6 (C): -0.193, atom 7 (C): -0.152, atom 8 (C): -0.266

# 2
ORCA calculation (wB97M-V/def2-TZVPD) on the molecule C10H18OSi.

- energy above the lowest of the compared OMol25 structures with the same formula, charge and spin (kJ/mol) = 308.5
- SMILES = CO[SiH2][C@@]12CC[C@@H](C1)C(C)=C2C
- molecular weight (g mol⁻¹) = 182.3
- E_HOMO (eV) = -8.36
- energy (a.u.) = -756.4632
- 2S+1 = 1

Element x y z (Å)
C1 -2.78077 1.21919 -2.54353
O1 -1.69924 0.85724 -1.74959
Si1 -1.27074 -0.71034 -1.68832
C2 0.15381 -0.46397 -0.45615
C3 0.97018 -1.78056 -0.23090
C4 2.28531 -1.25441 0.40612
C5 2.10636 0.26421 0.40913
C6 1.41843 0.34668 -0.92959
C7 0.96599 0.56185 1.41925
C8 1.45213 1.27011 2.61507
C9 -0.18546 0.14885 0.90529
C10 -1.49196 0.21361 1.64673
H1 -2.95658 2.42530 -2.51275
H2 -3.82016 0.79618 -2.15576
H3 -2.73175 1.09328 -3.59741
H4 -0.61471 -1.14291 -2.79313
H5 -2.44292 -1.49768 -1.54696
H6 1.18066 -2.43396 -1.09664
H7 0.34643 -2.31325 0.45003
H8 2.52441 -1.84775 1.33412
H9 2.98434 -1.53536 -0.29001
H10 3.16584 0.82226 0.55047
H11 1.16533 1.40583 -1.42288
H12 1.93054 -0.13182 -1.72343
H13 2.07308 0.42801 3.19793
H14 0.58562 1.55650 3.14057
H15 2.18926 2.16660 2.35303
H16 -2.09311 0.99837 1.06761
H17 -1.38646 0.36536 2.62355
H18 -1.92707 -0.87089 1.60989

Atom charges from the Löwdin analysis, given in e for atoms 1 to 8: atom 1 (C): -0.219, atom 2 (O): -0.325, atom 3 (Si): 0.623, atom 4 (C): -0.414, atom 5 (C): -0.167, atom 6 (C): -0.157, atom 7 (C): -0.255, atom 8 (C): -0.134

# 3
ORCA calculation (wB97M-V/def2-TZVPD) on the ion C10H18P with charge +1.

- energy above the lowest of the compared OMol25 structures with the same formula, charge and spin (kJ/mol) = 59.3
- net charge = +1
- molecular weight (g mol⁻¹) = 169.2
- E_HOMO (eV) = -11.99
- energy (a.u.) = -732.8775
- 2S+1 = 1

Element x y z (Å)
C1 -2.91552 -1.06857 -0.64249
C2 -3.55686 0.02027 0.02177
C3 -1.65544 -1.22900 -0.22910
C4 -2.72617 0.65969 0.87131
C5 -1.37300 -0.17366 0.77168
C6 -0.47276 1.68604 -0.72995
C7 1.75661 -1.39756 1.37038
C8 1.69827 -0.94727 -1.51622
C9 2.81576 1.12644 0.30480
C10 -0.05013 0.76926 0.43292
P1 1.45961 -0.14802 0.07829
H1 -3.26596 -1.72278 -1.40562
H2 -4.50090 0.25151 -0.30735
H3 -1.14882 -1.92522 -0.84685
H4 -3.08958 1.49834 1.43963
H5 -1.20427 -0.66046 1.79400
H6 0.41857 2.33790 -0.99575
H7 -1.26818 2.32291 -0.51480
H8 -0.68503 1.07282 -1.60946
H9 1.64125 -0.95391 2.35880
H10 2.69963 -1.84966 1.30310
H11 0.89285 -2.06928 1.26290
H12 2.65260 -1.38168 -1.63433
H13 1.49476 -0.04367 -2.28580
H14 1.06012 -1.63900 -1.90897
H15 2.28860 1.98500 0.91525
H16 3.27537 1.48811 -0.60814
H17 3.54038 0.66947 0.95525
H18 0.21822 1.32197 1.35474

Atom charges from the Löwdin analysis, given in e for atoms 1 to 8: atom 1 (C): -0.075, atom 2 (C): -0.072, atom 3 (C): -0.103, atom 4 (C): -0.004, atom 5 (C): -0.260, atom 6 (C): -0.080, atom 7 (C): -0.155, atom 8 (C): -0.157

# 4
ORCA calculation (wB97M-V/def2-TZVPD) on the molecule C10H18Si.

- energy above the lowest of the compared OMol25 structures with the same formula, charge and spin (kJ/mol) = 509.4
- SMILES = CCC1=CC=C[Si@@H](C)[C@H]1CC
- molecular weight (g mol⁻¹) = 166.3
- E_HOMO (eV) = -7.73
- energy (a.u.) = -681.1293
- 2S+1 = 1

Element x y z (Å)
C1 0.49785 1.54557 -2.73555
C2 0.05278 2.21329 -1.37339
C3 -0.54905 0.86352 -0.57446
C4 -1.73083 0.35192 -0.85228
C5 -2.51411 -0.23106 0.20906
C6 -2.20105 -0.04759 1.57977
Si1 -0.36930 0.34893 2.24003
C7 -0.71600 -1.39431 3.08601
C8 0.37791 0.44743 0.59583
C9 1.09654 -0.79642 0.05273
C10 2.48602 -0.35178 -0.80659
H1 0.00049 0.66260 -2.89165
H2 1.52950 1.26585 -2.65775
H3 0.44378 2.16613 -3.52905
H4 -0.72578 2.89340 -1.58971
H5 0.89823 2.71115 -0.94415
H6 -2.36693 0.75116 -1.64002
H7 -3.50865 -0.42332 -0.25939
H8 -3.07559 -0.20201 2.25183
H9 0.08093 1.47163 3.10813
H10 -1.38490 -1.08832 3.87197
H11 -1.21511 -2.07375 2.40286
H12 -0.01605 -1.95246 3.61976
H13 1.22410 1.40016 0.62075
H14 1.20094 -1.54845 0.90750
H15 0.37042 -1.10061 -0.69849
H16 2.80618 -1.11739 -1.60469
H17 3.38090 -0.07586 -0.18129
H18 2.21621 0.40514 -1.56804

Atom charges from the Löwdin analysis, given in e for atoms 1 to 8: atom 1 (C): -0.087, atom 2 (C): -0.096, atom 3 (C): -0.235, atom 4 (C): -0.146, atom 5 (C): -0.151, atom 6 (C): -0.164, atom 7 (Si): 0.729, atom 8 (C): -0.219

# 5
ORCA calculation (wB97M-V/def2-TZVPD) on a cluster of 2 separate species, C10H19BNO5PS in total.

- SMILES = COB(O)PCCCCS(=O)(=O)O.c1ccncc1
- molecular weight (g mol⁻¹) = 307.1
- E_HOMO (eV) = -9.02
- energy (a.u.) = -1587.8106
- 2S+1 = 1

Element x y z (Å)
C1 1.38206 -0.99721 3.40409
O1 2.20302 0.12810 3.75691
B1 2.01046 1.14907 2.83065
O2 1.22679 2.24937 3.16017
P1 2.93179 0.95028 1.13433
C2 3.03920 2.64064 0.38281
C3 2.94670 2.67566 -1.15676
C4 1.55602 2.34960 -1.74402
C5 1.47954 0.91324 -2.30847
S1 -0.10568 0.10880 -2.11208
O3 0.07230 -1.28736 -2.47103
O4 -1.11405 0.79752 -2.87418
O5 -0.49990 0.14802 -0.55918
H1 1.70975 -1.45051 2.45986
H2 0.33703 -0.69234 3.28064
H3 1.46453 -1.74617 4.18482
H4 0.29959 2.00174 3.03461
H5 1.93279 0.30236 0.37953
H6 2.32491 3.34831 0.80853
H7 4.03208 3.01751 0.63527
H8 3.68121 1.98930 -1.58691
H9 3.25325 3.67771 -1.45860
H10 0.74720 2.56803 -1.04694
H11 1.40807 3.01413 -2.59623
H12 2.21167 0.26163 -1.83308
H13 1.65878 0.89100 -3.38056
H14 -0.10500 -0.65253 -0.17484
C6 -3.31594 -3.51793 -0.88941
C7 -4.23514 -3.68374 0.13490
C8 -4.80250 -2.55188 0.69917
N1 -4.51373 -1.30896 0.31475
C9 -3.62779 -1.16878 -0.67216
C10 -3.00262 -2.23378 -1.30503
H15 -2.85009 -4.37626 -1.35699
H16 -4.50777 -4.66848 0.48972
H17 -5.52797 -2.63696 1.50118
H18 -3.40986 -0.14814 -0.96602
H19 -2.29070 -2.06096 -2.09946

Atom charges from the Löwdin analysis, given in e for atoms 1 to 8: atom 1 (C): -0.086, atom 2 (O): -0.049, atom 3 (B): -0.785, atom 4 (O): 0.104, atom 5 (P): 0.995, atom 6 (C): -0.434, atom 7 (C): -0.264, atom 8 (C): -0.212

# 6
ORCA calculation (wB97M-V/def2-TZVPD) on a structure of composition C10H19BiNSi.

- energy above the lowest of the compared OMol25 structures with the same formula, charge and spin (kJ/mol) = 0.0
- net charge = -1
- molecular weight (g mol⁻¹) = 390.3
- E_HOMO (eV) = -2.09
- energy (a.u.) = -951.1926
- 2S+1 = 1

Element x y z (Å)
C1 -0.26874 1.13086 -3.05761
C2 1.12828 1.31678 -2.86676
C3 1.30804 2.19036 -1.74149
C4 0.00765 2.53328 -1.24466
C5 -0.95993 1.87472 -2.06215
Bi1 0.86968 -0.36128 -0.38486
N1 -0.84986 -1.70406 -0.74847
C6 -0.19187 -2.82510 -1.39544
C7 1.26897 -2.36274 -1.53212
H1 2.25735 2.61572 -1.39898
H2 1.92619 0.93373 -3.50904
H3 -0.20294 3.22457 -0.42837
H4 -2.04103 1.96622 -1.95988
H5 -0.73076 0.54426 -3.85386
H6 1.53714 -2.13436 -2.56414
H7 -0.26868 -3.76788 -0.81521
H8 -1.86241 -1.69339 -0.74562
H9 1.99508 -3.02783 -1.07177
H10 -0.60515 -3.03662 -2.40362
C8 1.18907 1.14998 2.78476
Si1 -0.20784 0.12697 2.06086
C9 -0.32240 -1.60232 2.76600
C10 -1.83643 1.03328 2.14626
H11 2.16227 0.66519 2.60544
H12 1.05757 1.26954 3.87248
H13 1.21488 2.14978 2.32168
H14 -0.54314 -1.55834 3.84467
H15 -1.12139 -2.16442 2.25689
H16 0.62382 -2.14903 2.62486
H17 -2.12376 1.20643 3.19718
H18 -1.77407 2.00791 1.63757
H19 -2.63559 0.44779 1.66541

Atom charges from the Löwdin analysis, given in e for atoms 1 to 8: atom 1 (C): -0.238, atom 2 (C): -0.313, atom 3 (C): -0.351, atom 4 (C): -0.276, atom 5 (C): -0.227, atom 6 (Bi): 1.512, atom 7 (N): -0.298, atom 8 (C): -0.504